{"formula": "C4BrN3", "method": "ωB97M-V/def2-TZVPD", "species": ["C", "C", "C", "C", "N", "N", "N", "Br"], "coordinates": [[0.06, 1.57, -0.74], [0.50, -1.99, -0.54], [0.32, 0.26, 1.28], [-0.44, 0.66, 0.18], [0.45, 2.35, -1.49], [0.42, -3.03, -1.00], [0.95, -0.03, 2.20], [-2.26, 0.21, 0.12]], "nbo_charge": [0.156, 0.079, 0.159, -0.068, -0.085, -0.494, -0.115, 0.368], "multiplicity": 1, "lumo_energy_ev": [-5.062, -5.062], "e_homo_ev": [-10.37, -10.37]}